Model A:
Below is 2 unconnected molecules or ions with the total composition C4H4N2O, with properties calculated with ωB97M-V/def2-TZVPD.

Geometry as XYZ:
```
11
Properties=species:S:1:pos:R:3:nbo_charge:R:1
O 2.50317 -1.24619 -0.05411 -0.5325
C 1.32369 -1.00839 -0.03733 0.6461
C 0.90472 0.49253 0.05002 -0.5058
C -0.39423 0.43246 0.04419 0.5853
N -1.38737 -0.29679 0.00092 -0.5149
C -0.93655 -1.62453 -0.07324 0.2953
N 0.30127 -1.96621 -0.09067 -0.4857
H 1.65961 1.25805 0.09611 0.2931
H -1.72231 -2.37225 -0.11725 0.2128
H -1.00902 3.13241 -0.26355 -0.0043
H -1.24297 3.19893 0.44491 0.0106
```

Results
Structure (SMILES): O=C1C=C=NC=N1.[H][H]
HOMO level in eV: -9.6

=====

Model B:
Below is 2 unconnected molecules or ions with the total composition C4H4N2O, with properties calculated with ωB97M-V/def2-TZVPD.

Geometry as XYZ:
```
11
Properties=species:S:1:pos:R:3:nbo_charge:R:1
C 1.93895 1.01966 -0.15614 0.1850
C 2.50127 -1.60402 0.26530 0.0702
C -1.62708 0.75119 -0.13089 -0.0668
C 0.66806 0.74400 0.38412 -0.0025
N 3.02950 1.27309 -0.52228 -0.3214
N 1.75557 -2.41315 0.02398 -0.3241
O -0.35909 0.78980 -0.35565 -0.3238
H -2.07760 0.43657 -1.17461 0.1650
H -2.20283 0.34401 0.69343 0.1767
H 3.10527 -0.85763 0.74443 0.2449
H 0.68784 0.52682 1.43572 0.1968
```

Results
HOMO level (alpha / beta) in eV: -8.9 / -8.7

=====

Model C:
Below is a molecular structure, C4H4N2O, with properties calculated with ωB97M-V/def2-TZVPD.

Geometry as XYZ:
```
11
Properties=species:S:1:pos:R:3:nbo_charge:R:1
N 1.26897 -0.40915 -0.81847 -0.6874
C 0.77522 -0.03492 0.39820 0.3921
C 0.06460 -1.09912 1.05628 -0.2395
C -0.73054 -0.59152 0.03568 -0.1955
C -1.29218 0.77127 -0.03029 -0.0373
N -0.59501 1.77090 0.35790 -0.0446
O 0.65394 1.31232 0.74501 -0.3492
H 1.77448 0.34181 -1.29974 0.3763
H 0.40916 -2.12823 1.06115 0.2183
H -0.03061 -0.88646 -1.11504 0.3332
H -2.29802 0.95311 -0.39066 0.2337
```

Results
HOMO level in eV: -9.2

=====

Model D:
Below is 2 unconnected molecules or ions with the total composition C4H4N2O, with properties calculated with ωB97M-V/def2-TZVPD.

Geometry as XYZ:
```
11
Properties=species:S:1:pos:R:3:nbo_charge:R:1
C 0.72455 -1.03242 0.51304 0.0309
N 1.44311 -1.37612 1.47548 -0.2789
C 1.24520 0.12533 1.18453 -0.3160
H 0.11400 -1.45830 -0.27798 0.1923
H 2.09124 0.66988 0.76611 0.1897
H 0.61523 0.69304 1.86886 0.1907
N -3.09660 -0.06060 -0.46602 -0.2178
C -2.03906 0.23320 -0.83173 0.1430
C -0.70079 0.63516 -1.30460 0.3244
O -0.05985 1.47613 -0.73419 -0.4228
H -0.33702 0.09472 -2.19350 0.1646
```

Results
Structure (SMILES): C1=NC1.N#CC=O
HOMO level in eV: -10.4

=====

The computed energies, referenced to the most stable structure and given in eV, are model A 0.000; model B 1.700; model C 4.126; model D 0.167.

=====

Model A:
Below is a gas-phase ion, C3H11N2O2 (charge +1), with properties calculated with ωB97M-V/def2-TZVPD.

Geometry as XYZ:
```
18
Properties=species:S:1:pos:R:3:nbo_charge:R:1
C 1.96754 1.33732 -0.03862 -0.6737
C 1.33418 -0.02449 -0.19673 0.1912
O 1.59858 -0.94573 0.72006 -0.7226
C -0.50999 -0.25250 -0.46197 0.1980
N -0.89505 -1.67622 -0.13909 -0.7571
O -1.14025 0.53375 0.41718 -0.4075
N -2.49470 0.47372 0.29076 -0.5622
H 1.61157 1.77778 0.90365 0.2233
H 1.79677 2.04185 -0.82704 0.2497
H 3.08268 1.27010 0.04120 0.2579
H 1.59999 -0.41606 -1.23254 0.1810
H 1.69885 -0.73179 1.64586 0.5123
H -0.91129 -0.14882 -1.57354 0.1727
H -1.62280 -1.53786 0.68741 0.4739
H -1.30441 -2.23310 -0.82482 0.4329
H 0.03796 -2.16280 0.18333 0.4677
H -2.64521 1.09527 -0.52546 0.3688
H -2.80714 0.86788 1.25162 0.3937
```

Results
Structure (SMILES): C[C@@H](O)[C@@H]([NH3+])ON
Net charge: +1
HOMO level in eV: -14.1

=====

Model B:
Below is 2 unconnected molecules or ions with the total composition C3H11N2O2, with properties calculated with ωB97M-V/def2-TZVPD.

Geometry as XYZ:
```
18
Properties=species:S:1:pos:R:3:nbo_charge:R:1
O -0.37813 -1.76522 0.68118 -0.4566
C 0.30750 -1.20376 -0.22830 0.2412
N 0.72639 -2.03815 -1.28553 -0.7392
C -0.55774 0.00764 -0.95795 -0.1548
N -0.76677 1.03076 -0.07184 -0.3123
C -0.23282 2.34456 -0.26354 -0.4563
H 1.68461 -2.37556 -1.14917 0.4114
H 0.17946 -2.90128 -1.20200 0.3977
H -0.03313 0.31154 -1.86692 0.2470
H -1.51163 -0.42537 -1.25335 0.3101
H 0.19173 0.00350 3.21588 0.5184
H -0.52173 0.67505 0.89008 0.4637
H -0.54296 2.97484 0.56959 0.2581
H -0.60373 2.78727 -1.17917 0.2441
H 0.86727 2.29000 -0.24911 0.2500
H 1.20541 -0.72835 0.22335 0.2801
H -0.15806 -0.93626 1.86921 0.4953
O 0.14433 -0.05121 2.25762 -0.9981
```

Results
Net charge: +1
HOMO level in eV: -14.8

=====

Model C:
Below is 2 unconnected molecules or ions with the total composition C3H11N2O2, with properties calculated with ωB97M-V/def2-TZVPD.

Geometry as XYZ:
```
18
Properties=species:S:1:pos:R:3:nbo_charge:R:1
C 1.51784 -0.24301 0.98258 -0.4244
N 1.35477 -0.38711 -0.47875 -0.5180
C 1.33759 -1.78003 -1.01470 -0.4154
H 1.44292 0.80925 1.24271 0.2387
H 0.70397 -0.74297 1.50482 0.2173
H 2.43781 -0.71282 1.31456 0.2410
H 2.08441 0.13280 -0.96209 0.4267
H 0.48121 0.10146 -0.78475 0.4788
H 2.28762 -2.26737 -0.81204 0.2315
H 1.19015 -1.72466 -2.08910 0.2447
H 0.52308 -2.30065 -0.51961 0.2302
N -2.23965 0.76585 0.92522 -0.8267
C -1.88313 1.25988 -0.30385 0.9074
O -2.55119 2.37677 -0.65683 -0.6494
O -1.12916 0.74471 -1.09965 -0.6736
H -2.58952 1.44732 1.57767 0.4032
H -1.58205 0.11967 1.32998 0.3933
H -3.38668 2.40092 -0.15616 0.4946
```

Results
Net charge: +1
HOMO level in eV: -15.0

=====

The computed energies, referenced to the most stable structure and given in eV, are model A 4.626; model B 6.130; model C 0.000.

=====

Model A:
Below is C4H4N2O2 in the gas phase, with properties calculated with ωB97M-V/def2-TZVPD.

Geometry as XYZ:
```
12
Properties=species:S:1:pos:R:3:nbo_charge:R:1
C 0.33297 -3.01270 -0.80454 -0.4508
C 0.42010 -1.96055 -0.00169 0.1213
O 0.84251 -0.62889 -0.50014 -0.4998
C 0.27377 0.48528 -0.15067 0.6872
C -1.04594 0.31707 0.37031 -0.2807
N -1.21372 1.46726 0.89576 -0.1727
N -0.38381 2.35757 0.56282 0.0219
O 0.63686 1.58479 -0.30894 -0.3313
H 0.29235 -4.04561 -0.26024 0.2433
H 0.56663 -2.86085 -1.78628 0.2258
H 0.04502 -1.69947 1.08731 0.2096
H -1.44161 -0.78960 0.74127 0.2263
```

Results
Structure (SMILES): C=COc1cnno1
HOMO level in eV: -9.2

=====

Model B:
Below is C4H4N2O2 in the gas phase, with properties calculated with ωB97M-V/def2-TZVPD.

Geometry as XYZ:
```
12
Properties=species:S:1:pos:R:3:nbo_charge:R:1
N -2.08503 -0.49029 -0.26476 -0.7669
C -0.78223 -0.51770 0.03599 0.3237
C -0.18224 0.86155 0.17649 -0.2546
C 1.10236 0.89216 -0.29133 -0.2278
C 1.91015 -0.41081 -0.19123 0.7181
O 3.08432 -0.32845 0.11860 -0.5610
O 1.29538 -1.53198 -0.18696 -0.2883
N -0.00213 -1.59725 0.08263 -0.1743
H -2.46560 0.50104 0.07395 0.3745
H -2.78932 -1.09846 0.49191 0.3964
H -0.63938 1.80972 0.08036 0.2232
H 1.55371 1.91048 -0.12562 0.2371
```

Results
Structure (SMILES): Nc1ccc(=O)on1
HOMO level in eV: -9.3

=====

The computed energies, referenced to the most stable structure and given in eV, are model A 1.477; model B 0.000.

=====

Model A:
Below is 2 unconnected molecules or ions with the total composition CH3IS2, with properties calculated with ωB97M-V/def2-TZVPD.

Geometry as XYZ:
```
7
Properties=species:S:1:pos:R:3:nbo_charge:R:1
C -0.72610 -0.16705 -0.68491 -0.8115
S 0.87054 0.59817 -0.96448 0.2966
S 2.10940 -0.48190 0.07380 -0.1863
I 0.72968 1.02919 3.34028 -0.0421
H -1.50397 0.69991 -0.54321 0.2470
H -0.52715 -0.77592 0.27237 0.2556
H -0.95240 -0.90240 -1.49385 0.2408
```

Results
HOMO level (alpha / beta) in eV: -9.3 / -8.8

=====

Model B:
Below is a molecular structure, CH3IS2, with properties calculated with ωB97M-V/def2-TZVPD.

Geometry as XYZ:
```
7
Properties=species:S:1:pos:R:3:nbo_charge:R:1
C 0.69928 -0.40861 0.36078 -0.7609
S -1.87632 0.82755 0.17246 -0.1509
S 0.08367 1.13681 -0.30107 0.1397
I 2.77349 -0.54135 -0.06329 0.1386
H 0.54744 -0.59769 1.44644 0.2336
H 0.21420 -1.46529 -0.51774 0.2461
H -2.44176 1.04858 -1.09757 0.1538
```

Results
HOMO level in eV: -8.9

=====

The computed energies, referenced to the most stable structure and given in eV, are model A 0.000; model B 0.250.